{
  "formula": "CH7N2O3",
  "method": "the ωB97M-V functional and the def2-TZVPD basis",
  "orbital_gap_ev": 11.4,
  "largest_force_ev_per_a": 2.529,
  "total_energy_ev": -10260.8716,
  "lumo_ha": -0.1349,
  "smiles": "N[C@H]([NH3+])OOO",
  "e_above_lowest_kj_mol": 310.32,
  "charge": 1,
  "species": ["N", "C", "N", "O", "O", "O", "H", "H", "H", "H", "H", "H", "H"],
  "coordinates": [[1.526335, 0.559058, 0.369889], [0.199849, 0.281101, 0.184856], [-0.367501, -0.464073, 1.467463], [0.021013, -0.813805, -0.809983], [-1.217754, -0.669047, -1.348990], [-1.264728, 0.543462, -2.126634], [1.875206, 1.188327, -0.376447], [2.168811, -0.181873, 0.461429], [-0.245986, 1.234059, -0.132044], [-1.346394, -0.331924, 1.638422], [-0.003823, -0.192806, 2.362092], [-0.247711, -1.462801, 1.345896], [-1.097318, 0.310324, -3.035950]],
  "atomic_forces_ev_per_a": [[0.6, 1.7, -0.5], [0.6, -1.9, -0.7], [-0.3, 0.8, -0.5], [1.3, 1.9, 1.0], [-2.1, 0.3, -1.3], [0.0, 0.2, 1.6], [-0.3, -0.4, 0.9], [0.6, -1.3, 0.2], [-1.0, -0.9, 0.4], [-1.2, 0.2, -0.6], [1.2, 0.5, 0.5], [0.3, -0.4, -0.2], [0.3, -0.8, -0.8]]
}

{
  "formula": "C22H66O22",
  "method": "the ωB97M-V functional and the def2-TZVPD basis",
  "orbital_gap_ev": 9.9,
  "largest_force_ev_per_a": 11.049,
  "total_energy_ev": -68910.1301,
  "lumo_ha": 0.0066,
  "smiles": "OCCO.OCCO.OCCO.OCCO.OCCO.OCCO.OCCO.OCCO.OCCO.OCCO.OCCO",
  "e_above_lowest_kj_mol": 1435.77,
  "species": ["O", "C", "C", "O", "H", "H", "H", "H", "H", "H", "O", "C", "C", "O", "H", "H", "H", "H", "H", "H", "O", "C", "C", "O", "H", "H", "H", "H", "H", "H", "O", "C", "C", "O", "H", "H", "H", "H", "H", "H", "O", "C", "C", "O", "H", "H", "H", "H", "H", "H", "O", "C", "C", "O", "H", "H", "H", "H", "H", "H", "O", "C", "C", "O", "H", "H", "H", "H", "H", "H", "O", "C", "C", "O", "H", "H", "H", "H", "H", "H", "O", "C", "C", "O", "H", "H", "H", "H", "H", "H", "O", "C", "C", "O", "H", "H", "H", "H", "H", "H", "O", "C", "C", "O", "H", "H", "H", "H", "H", "H"],
  "coordinates": [[2.567918, -0.496155, 2.525473], [3.534918, 0.569845, 2.449473], [4.513918, 0.343845, 3.637473], [5.299918, 1.496845, 3.619473], [2.040918, -0.364155, 3.289473], [4.265918, 0.508845, 1.601473], [3.187918, 1.511845, 2.674473], [4.856918, -0.626155, 3.490473], [3.905918, 0.266845, 4.613473], [6.069918, 1.418845, 2.977473], [-2.535082, -2.323155, -0.988527], [-2.272082, -3.697155, -1.428527], [-0.780082, -3.867155, -1.670527], [-0.481082, -5.155155, -2.104527], [-1.786082, -1.857155, -1.330527], [-2.769082, -4.509155, -0.939527], [-2.731082, -3.792155, -2.500527], [-0.201082, -3.683155, -0.649527], [-0.400082, -3.266155, -2.457527], [0.414918, -5.476155, -1.909527], [0.961918, -1.489155, -5.467527], [2.103918, -2.131155, -4.875527], [2.195918, -1.664155, -3.490527], [3.352918, -2.272155, -2.994527], [1.225918, -0.885155, -6.135527], [2.000918, -3.302155, -4.886527], [3.032918, -1.803155, -5.282527], [1.552918, -1.884155, -2.847527], [2.422918, -0.709155, -3.486527], [3.568918, -2.275155, -2.178527], [-3.563082, 5.511845, -0.904527], [-2.685082, 5.445845, 0.187473], [-2.046082, 4.083845, 0.372473], [-0.716082, 4.167845, 1.061473], [-3.233082, 5.922845, -1.746527], [-1.711082, 6.138845, -0.099527], [-2.999082, 5.787845, 1.089473], [-1.978082, 3.562845, -0.529527], [-2.697082, 3.411845, 0.973473], [-0.571082, 4.216845, 1.954473], [0.494918, 0.750845, 1.030473], [0.044918, -0.025155, -0.068527], [-0.892082, 0.731845, -1.048527], [-1.332082, -0.200155, -1.971527], [0.678918, 0.079845, 1.852473], [0.929918, -0.403155, -0.608527], [-0.496082, -0.979155, 0.432473], [-0.351082, 1.453845, -1.809527], [-1.583082, 1.320845, -0.661527], [-0.965082, -0.023155, -2.873527], [-1.334082, 1.399845, -4.194527], [-2.695082, 1.984845, -3.782527], [-3.798082, 0.950845, -3.988527], [-5.100082, 1.693845, -3.764527], [-1.194082, 1.105845, -5.133527], [-2.706082, 2.268845, -2.749527], [-2.719082, 2.748845, -4.730527], [-3.448082, 0.323845, -3.155527], [-4.003082, 0.655845, -5.010527], [-5.683082, 0.923845, -3.831527], [-3.423082, -2.064155, 3.412473], [-2.042082, -1.733155, 3.165473], [-1.455082, -2.933155, 2.323473], [-0.063082, -2.508155, 2.316473], [-3.764082, -2.566155, 2.708473], [-2.153082, -0.659155, 2.705473], [-1.596082, -1.579155, 4.125473], [-1.821082, -3.018155, 1.328473], [-1.598082, -3.920155, 2.879473], [0.213918, -2.493155, 3.199473], [2.254918, 2.666845, 0.065473], [2.809918, 2.447845, -1.290527], [2.071918, 3.214845, -2.508527], [2.529918, 2.786845, -3.855527], [1.517918, 1.977845, 0.096473], [3.864918, 2.624845, -1.515527], [2.907918, 1.495845, -1.580527], [2.329918, 4.221845, -2.710527], [1.091918, 3.161845, -2.411527], [1.951918, 3.135845, -4.396527], [-5.576082, 0.925845, 0.985473], [-4.572082, -0.067155, 0.595473], [-5.269082, -1.375155, 0.551473], [-4.481082, -2.552155, 0.649473], [-6.276082, 1.120845, 0.187473], [-4.186082, 0.227845, -0.387527], [-3.636082, 0.050845, 1.377473], [-5.868082, -1.344155, -0.317527], [-6.062082, -1.547155, 1.288473], [-3.835082, -2.603155, -0.031527], [0.653918, 3.670845, 5.421473], [0.848918, 2.469845, 4.604473], [0.847918, 1.245845, 5.630473], [0.842918, 0.077845, 4.756473], [0.021918, 4.072845, 5.060473], [0.012918, 2.145845, 4.102473], [1.622918, 2.420845, 3.837473], [-0.220082, 1.231845, 6.003473], [1.821918, 1.318845, 6.304473], [0.581918, -0.638155, 5.375473], [3.795918, -1.421155, -0.305527], [4.053918, -2.834155, -0.022527], [5.051918, -2.914155, 1.192473], [5.300918, -4.301155, 1.417473], [3.443918, -1.212155, 0.477473], [3.142918, -3.232155, 0.294473], [4.306918, -3.260155, -0.842527], [5.027918, -2.454155, 2.155473], [6.032918, -2.450155, 0.722473], [6.168918, -4.635155, 1.312473]],
  "atomic_forces_ev_per_a": [[1.2, 0.1, -2.5], [2.1, -3.1, 1.8], [-3.4, 1.5, 0.3], [2.7, -0.1, -0.3], [-0.8, 0.4, 1.6], [-1.6, 0.1, 0.0], [-1.4, 2.2, -0.6], [2.0, -1.6, -0.1], [1.0, 0.6, -1.2], [-1.5, 0.0, 1.2], [-0.2, -3.0, 0.2], [-0.4, 1.2, -4.1], [1.6, -0.6, 3.4], [-0.3, -2.0, -0.3], [0.6, 1.5, -0.4], [0.0, 0.0, 1.3], [0.6, 0.2, 1.6], [-1.1, 0.2, -1.9], [0.0, 1.6, -0.4], [-0.5, 0.7, 0.1], [-0.3, -1.1, 0.7], [-1.7, -1.9, -0.3], [5.4, -1.9, -2.4], [0.3, -2.0, -9.3], [0.5, 0.6, -0.8], [0.2, 2.2, -0.3], [0.6, -0.2, -1.0], [-6.8, -1.7, 4.7], [0.3, 5.3, -0.2], [1.3, 1.0, 8.7], [-1.1, 0.1, -0.8], [5.7, 1.1, -4.2], [0.2, -0.3, 4.0], [-1.2, -0.1, -5.8], [0.1, -0.6, 1.8], [-2.2, -1.4, 1.0], [-1.9, 1.3, 2.3], [1.0, -0.5, -1.6], [0.2, 0.5, -0.1], [-0.8, 0.0, 3.4], [0.0, -1.7, 2.6], [-1.0, -1.8, 1.4], [6.1, -0.6, -3.4], [-1.0, -1.7, -1.5], [-0.4, 2.4, -3.2], [-0.4, 0.0, -0.2], [0.8, 2.0, -1.7], [0.0, -0.6, 2.3], [-3.7, 2.0, 2.3], [-0.5, 0.2, 1.0], [-0.3, -0.5, 1.0], [1.4, 0.4, -6.9], [-0.6, 2.6, 1.0], [1.5, -1.7, 0.5], [-1.1, 0.7, 1.3], [0.6, 0.7, 0.2], [-0.7, -0.7, 3.3], [-1.3, -1.3, -0.6], [1.2, -1.0, 0.0], [-0.5, 0.6, 0.2], [0.7, 1.0, 2.5], [-3.7, 0.0, -2.2], [1.5, 1.9, 3.2], [-0.3, -1.1, -2.9], [-0.7, -0.8, -1.8], [1.3, -2.0, 0.1], [0.7, -0.4, 0.6], [-0.2, 0.2, -0.8], [0.1, 1.3, -0.6], [0.7, 0.0, 1.9], [0.1, -1.4, -3.0], [-0.6, 4.2, -0.8], [5.0, -0.3, -0.4], [4.2, -4.2, 5.4], [1.2, 1.3, 0.7], [0.3, 1.3, 1.4], [-1.0, -4.4, -0.6], [0.3, 1.6, 1.7], [-4.7, -0.7, 0.3], [-4.6, 2.7, -4.5], [-1.7, 0.5, -2.7], [1.3, 2.3, 1.9], [-0.2, -1.8, 1.0], [-1.3, -0.1, 1.4], [2.9, -1.0, 2.8], [0.2, -0.3, 0.1], [-2.6, -0.5, -1.8], [-0.5, -0.3, -1.7], [0.6, 0.8, 0.6], [0.9, 0.5, -1.0], [8.5, -6.5, 2.9], [0.7, -1.0, 3.3], [1.0, 1.3, -1.4], [0.3, -0.7, 1.4], [-8.1, 5.5, -4.4], [-2.5, 0.3, -1.6], [0.7, 0.7, 0.6], [1.7, 0.5, 0.9], [-2.5, -0.5, -0.9], [0.3, 0.3, -0.9], [2.4, -2.5, -4.1], [-1.1, 4.9, 6.9], [4.2, -0.9, -3.8], [-2.1, -0.3, 0.5], [-2.6, 2.3, 4.6], [-1.7, -1.0, 0.5], [2.6, -3.1, -5.0], [-1.5, 0.8, 0.4], [-1.6, -0.6, 0.9], [1.3, 0.2, -0.3]]
}

{
  "formula": "C32H24CuN17O2S",
  "method": "the ωB97M-V functional and the def2-TZVPD basis",
  "orbital_gap_ev": 5.8,
  "largest_force_ev_per_a": 0.273,
  "total_energy_ev": -118476.1177,
  "lumo_ha": 0.1241,
  "e_above_lowest_kj_mol": 0.00,
  "charge": -2,
  "species": ["Cu", "C", "N", "C", "N", "C", "N", "C", "C", "C", "C", "C", "C", "C", "N", "N", "C", "O", "C", "C", "C", "C", "C", "C", "N", "C", "N", "C", "N", "C", "H", "H", "H", "H", "H", "H", "H", "H", "H", "H", "H", "H", "H", "H", "H", "H", "N", "C", "N", "N", "N", "N", "C", "N", "N", "N", "N", "H", "C", "C", "O", "S", "C", "C", "C", "C", "C", "C", "C", "C", "H", "H", "H", "H", "H", "H", "H"],
  "coordinates": [[-0.959413, 0.323014, 2.276352], [4.062390, -1.243061, 1.786674], [3.397300, -1.003369, 0.520598], [2.201237, -0.444941, 0.284684], [1.993631, -0.362586, -1.018261], [3.132272, -0.885339, -1.535283], [4.016770, -1.286133, -0.647394], [5.065458, -0.157381, 2.105314], [6.341265, -0.409412, 2.586984], [7.173961, 0.646707, 2.951223], [6.738511, 1.958581, 2.851785], [5.459630, 2.208951, 2.363876], [4.645083, 1.154784, 1.981634], [4.877901, 3.549052, 2.314357], [5.271563, 4.683707, 2.781222], [4.236908, 5.587776, 2.526620], [3.311968, 4.915787, 1.928021], [3.666969, 3.633629, 1.728987], [1.971377, 5.292693, 1.483921], [1.454837, 6.562385, 1.709968], [0.152851, 6.843241, 1.322756], [-0.629227, 5.873143, 0.709356], [-0.113441, 4.604896, 0.473458], [-0.934134, 3.532865, -0.200479], [-0.593267, 3.403791, -1.612065], [0.049560, 2.410866, -2.240786], [0.185524, 2.697142, -3.525252], [-0.413045, 3.908220, -3.617428], [-0.898358, 4.380658, -2.488812], [1.183072, 4.321556, 0.870650], [4.532619, -2.224408, 1.745009], [3.281961, -1.244358, 2.550250], [1.522511, -0.154784, 1.074152], [3.313930, -0.975006, -2.594488], [6.688737, -1.431970, 2.685456], [8.168158, 0.439089, 3.327714], [7.366124, 2.783955, 3.161367], [3.637742, 1.354527, 1.652188], [2.066421, 7.304641, 2.205970], [-0.263218, 7.824644, 1.513461], [-1.653624, 6.087682, 0.434054], [-2.000222, 3.744535, -0.119278], [-0.756737, 2.564155, 0.264027], [0.397488, 1.516022, -1.741176], [-0.496594, 4.459301, -4.540781], [1.575014, 3.321802, 0.727353], [-0.826170, 3.440411, 3.639959], [-1.946318, 3.107929, 2.897181], [-2.905690, 3.985669, 2.642615], [-3.812931, 3.278219, 1.933582], [-3.414929, 2.062968, 1.775058], [-2.213657, 1.906075, 2.386448], [0.363907, 2.737179, 3.629986], [1.477012, 3.204991, 4.183253], [2.376761, 2.225733, 3.974132], [1.833035, 1.240631, 3.341211], [0.532202, 1.529388, 3.101794], [-0.737406, 4.420038, 3.852952], [1.093616, -9.953469, -1.929560], [0.686972, -8.577513, -1.441330], [-0.390746, -8.101404, -1.673719], [1.956287, -7.808289, -0.463894], [1.219988, -6.285378, 0.040041], [0.395399, -6.234492, 1.159902], [-0.131349, -5.029166, 1.582625], [0.158184, -3.831425, 0.907564], [0.989278, -3.905394, -0.225729], [1.511456, -5.111287, -0.650699], [-0.331140, -2.576528, 1.354441], [-0.616268, -1.428770, 1.676855], [0.684061, -10.105135, -2.926634], [0.652478, -10.694426, -1.260705], [2.174084, -10.086627, -1.935840], [0.171984, -7.146455, 1.700431], [-0.769969, -4.989321, 2.455101], [1.218920, -2.989334, -0.755813], [2.156793, -5.147066, -1.519934]],
  "atomic_forces_ev_per_a": [[0.0, 0.1, -0.1], [0.0, 0.1, 0.0], [0.0, -0.1, 0.0], [0.0, -0.1, 0.0], [0.0, 0.1, 0.0], [0.0, 0.0, 0.0], [0.0, 0.0, 0.0], [0.0, 0.0, 0.0], [0.0, 0.0, 0.0], [0.0, 0.0, 0.0], [0.0, 0.0, 0.0], [0.0, 0.0, 0.0], [0.0, 0.0, 0.1], [0.0, 0.0, -0.1], [0.0, 0.0, 0.0], [0.0, 0.0, 0.0], [0.0, 0.0, 0.0], [0.0, 0.0, 0.0], [0.0, -0.1, -0.1], [0.0, 0.0, 0.0], [0.0, 0.0, 0.0], [0.0, 0.0, 0.0], [0.0, 0.0, 0.0], [-0.1, 0.0, 0.0], [0.0, 0.0, 0.0], [0.0, 0.0, 0.0], [0.0, 0.0, 0.0], [0.0, 0.0, 0.0], [0.0, 0.0, 0.0], [0.0, 0.0, 0.0], [0.0, 0.0, 0.0], [0.0, 0.0, 0.0], [0.0, 0.0, 0.0], [0.0, 0.0, 0.0], [0.0, 0.0, 0.0], [0.0, 0.0, 0.0], [0.0, 0.0, 0.0], [0.0, 0.0, 0.0], [0.0, 0.0, 0.0], [0.0, 0.0, 0.0], [0.0, 0.0, 0.0], [0.0, 0.0, 0.0], [0.0, -0.1, 0.0], [0.0, 0.0, 0.0], [0.0, 0.0, 0.0], [0.0, 0.0, 0.0], [0.0, 0.0, 0.0], [0.0, 0.0, 0.0], [0.0, 0.0, 0.0], [0.0, 0.0, 0.0], [0.0, 0.0, 0.0], [0.0, 0.0, 0.0], [0.0, -0.1, 0.0], [0.0, 0.0, 0.0], [0.0, 0.0, 0.0], [0.0, 0.0, 0.0], [0.0, 0.1, 0.0], [0.0, 0.0, 0.0], [0.0, 0.0, 0.0], [0.0, -0.1, 0.0], [0.0, 0.0, 0.0], [0.0, 0.0, 0.0], [0.0, 0.0, 0.0], [0.0, 0.0, 0.0], [0.0, 0.0, 0.0], [0.0, 0.0, 0.0], [0.0, 0.0, 0.0], [0.0, 0.0, 0.0], [0.1, 0.1, -0.1], [-0.2, -0.1, 0.1], [0.0, 0.0, 0.0], [0.0, 0.0, 0.0], [0.0, 0.0, 0.0], [0.0, 0.0, 0.0], [0.0, 0.0, 0.0], [0.0, 0.0, 0.0], [0.0, 0.0, 0.0]]
}